#A
{"formula": "C27H37IN3OPRuSSi2Te", "method": "wB97M-V/def2-TZVPD", "lumo_energy_ev": [2.239, 2.198], "mol_weight_g_mol": 894.4, "orbital_gap_ev": [6.289, 6.346], "homo_energy_ev": [-4.05, -4.15], "s2": 0.761, "total_charge": -1, "multiplicity": 2, "elements": ["Ru", "C", "Si", "C", "C", "C", "C", "C", "C", "C", "Si", "C", "C", "H", "H", "H", "H", "H", "H", "H", "H", "H", "H", "H", "H", "H", "H", "H", "H", "Te", "C", "C", "C", "C", "S", "H", "H", "H", "I", "C", "P", "C", "C", "C", "C", "C", "C", "C", "H", "H", "H", "H", "H", "H", "H", "H", "H", "H", "H", "C", "N", "C", "C", "C", "N", "C", "O", "N", "H", "H", "H", "H", "H", "H", "H"], "coordinates": [[-0.896, -0.037, 0.520], [2.806, -0.306, 0.912], [1.124, -0.901, 1.610], [1.388, -2.781, 1.694], [1.288, -0.387, 3.429], [2.177, -0.968, 4.339], [2.294, -0.478, 5.629], [1.526, 0.617, 6.025], [0.650, 1.203, 5.126], [0.515, 0.704, 3.826], [-0.627, 1.425, 2.494], [0.111, 3.206, 2.385], [-2.252, 1.784, 3.414], [3.588, -0.599, 1.620], [2.845, 0.786, 0.815], [3.029, -0.747, -0.060], [2.447, -2.985, 1.890], [1.128, -3.283, 0.766], [0.791, -3.218, 2.495], [2.781, -1.820, 4.038], [2.979, -0.942, 6.331], [1.614, 1.005, 7.034], [0.056, 2.054, 5.447], [0.486, 3.444, 3.384], [-0.640, 3.963, 2.140], [0.956, 3.311, 1.698], [-2.039, 2.436, 4.268], [-2.692, 0.858, 3.783], [-2.992, 2.275, 2.778], [-3.541, 0.536, 0.026], [-3.927, 1.649, -1.755], [-3.126, 2.118, -2.761], [-3.838, 2.763, -3.810], [-5.183, 2.784, -3.597], [-5.571, 2.017, -2.114], [-2.050, 1.996, -2.758], [-3.365, 3.189, -4.686], [-5.948, 3.207, -4.229], [-2.081, -1.762, 2.218], [-1.383, -0.974, -2.978], [-1.136, -1.762, -1.344], [-2.647, -2.795, -1.285], [0.052, -3.110, -1.744], [-0.020, -4.304, -1.026], [0.840, -5.358, -1.297], [1.788, -5.241, -2.302], [1.859, -4.066, -3.037], [0.997, -3.014, -2.763], [-0.618, -0.227, -3.169], [-2.349, -0.470, -2.946], [-1.386, -1.710, -3.785], [-2.664, -3.477, -2.137], [-3.511, -2.132, -1.306], [-2.686, -3.354, -0.351], [-0.751, -4.409, -0.233], [0.772, -6.268, -0.714], [2.463, -6.061, -2.514], [2.592, -3.965, -3.829], [1.074, -2.104, -3.339], [3.377, 1.338, -2.579], [2.144, 1.848, -1.996], [1.969, 3.175, -1.813], [0.845, 3.652, -1.253], [-0.112, 2.693, -0.775], [0.121, 1.375, -0.814], [1.202, 0.914, -1.528], [1.370, -0.258, -1.793], [-1.265, 3.168, -0.320], [3.704, 2.011, -3.371], [3.179, 0.352, -2.986], [4.155, 1.250, -1.820], [2.761, 3.819, -2.170], [0.665, 4.709, -1.142], [-1.310, 4.130, -0.035], [-1.904, 2.509, 0.131]], "lowdin_spin": [0.84, 0.00, 0.00, 0.00, 0.00, 0.00, 0.00, 0.00, 0.00, 0.00, 0.02, 0.00, 0.01, 0.00, 0.00, 0.00, 0.00, 0.00, 0.00, 0.00, 0.00, 0.00, 0.00, 0.00, 0.00, 0.00, 0.00, 0.00, 0.00, 0.11, 0.01, 0.01, 0.00, 0.01, 0.01, 0.00, 0.00, 0.00, -0.02, 0.00, 0.01, 0.01, 0.00, 0.00, 0.00, 0.00, 0.00, 0.00, 0.00, 0.00, 0.00, 0.00, 0.00, 0.00, 0.00, 0.00, 0.00, 0.00, 0.00, 0.00, 0.00, 0.00, 0.00, 0.00, 0.00, 0.00, 0.00, 0.00, 0.00, 0.00, 0.00, 0.00, 0.00, 0.00, 0.00]}



#B
{"formula": "C27H37IN3OPRuSSi2Te", "method": "wB97M-V/def2-TZVPD", "lumo_energy_ev": [2.129, 1.832], "mol_weight_g_mol": 894.4, "orbital_gap_ev": [6.093, 5.586], "homo_energy_ev": [-3.96, -3.75], "s2": 0.768, "total_charge": -1, "multiplicity": 2, "elements": ["Ru", "C", "Si", "C", "C", "C", "C", "C", "C", "C", "Si", "C", "C", "H", "H", "H", "H", "H", "H", "H", "H", "H", "H", "H", "H", "H", "H", "H", "H", "Te", "C", "C", "C", "C", "S", "H", "H", "H", "I", "C", "P", "C", "C", "C", "C", "C", "C", "C", "H", "H", "H", "H", "H", "H", "H", "H", "H", "H", "H", "C", "N", "C", "C", "C", "N", "C", "O", "N", "H", "H", "H", "H", "H", "H", "H"], "coordinates": [[-0.087, 0.232, 0.007], [-0.289, -1.802, 3.363], [0.010, -0.142, 2.440], [-1.158, 1.014, 3.454], [1.796, 0.209, 3.041], [2.113, 0.302, 4.397], [3.432, 0.399, 4.815], [4.453, 0.419, 3.873], [4.143, 0.343, 2.523], [2.821, 0.231, 2.096], [2.328, 0.119, 0.255], [3.278, -1.429, -0.388], [3.279, 1.628, -0.462], [0.115, -1.720, 4.373], [0.205, -2.647, 2.874], [-1.356, -2.015, 3.431], [-1.440, 0.520, 4.388], [-2.077, 1.245, 2.915], [-0.661, 1.953, 3.694], [1.314, 0.302, 5.132], [3.666, 0.462, 5.873], [5.486, 0.501, 4.194], [4.944, 0.368, 1.790], [4.250, -1.500, 0.104], [3.445, -1.374, -1.466], [2.731, -2.346, -0.167], [4.353, 1.464, -0.334], [3.004, 2.530, 0.087], [3.087, 1.805, -1.519], [-0.325, 2.819, 0.598], [-0.115, 4.910, 0.164], [0.301, 5.522, -0.984], [0.330, 6.938, -0.896], [-0.059, 7.390, 0.326], [-0.468, 6.089, 1.378], [0.576, 4.962, -1.866], [0.626, 7.588, -1.708], [-0.132, 8.405, 0.680], [0.480, 0.690, -2.666], [-2.775, -1.084, -2.087], [-2.413, 0.164, -0.791], [-3.000, 1.617, -1.780], [-3.866, 0.031, 0.309], [-4.273, 1.143, 1.043], [-5.370, 1.065, 1.888], [-6.068, -0.126, 2.023], [-5.671, -1.238, 1.292], [-4.577, -1.160, 0.447], [-2.414, -2.073, -1.815], [-2.256, -0.761, -2.988], [-3.851, -1.110, -2.267], [-4.055, 1.489, -2.036], [-2.417, 1.686, -2.697], [-2.876, 2.549, -1.230], [-3.734, 2.079, 0.943], [-5.687, 1.938, 2.446], [-6.913, -0.189, 2.697], [-6.218, -2.170, 1.382], [-4.268, -2.033, -0.112], [-2.023, -4.639, 1.571], [-1.038, -4.141, 0.633], [-0.068, -4.985, 0.171], [0.775, -4.551, -0.795], [0.682, -3.216, -1.224], [-0.089, -2.327, -0.587], [-0.982, -2.785, 0.322], [-1.793, -2.052, 0.884], [1.252, -2.780, -2.373], [-2.387, -5.610, 1.234], [-2.847, -3.931, 1.615], [-1.600, -4.749, 2.573], [-0.010, -5.957, 0.636], [1.486, -5.228, -1.247], [2.119, -3.228, -2.628], [1.262, -1.762, -2.465]], "lowdin_spin": [0.63, 0.00, -0.01, 0.00, 0.00, 0.00, 0.00, 0.00, 0.00, 0.00, 0.02, 0.00, 0.00, 0.00, 0.00, 0.00, 0.00, 0.00, 0.00, 0.00, 0.00, 0.00, 0.00, 0.00, 0.00, 0.00, 0.00, 0.00, 0.00, 0.23, 0.02, 0.02, 0.00, 0.02, 0.01, 0.00, 0.00, 0.00, 0.00, -0.01, 0.02, 0.01, 0.01, 0.00, 0.00, 0.00, 0.00, 0.00, 0.00, 0.00, 0.00, 0.00, 0.00, 0.01, 0.00, 0.00, 0.00, 0.00, 0.00, 0.00, 0.00, 0.00, 0.00, 0.00, 0.00, 0.00, 0.00, 0.00, 0.00, 0.00, 0.00, 0.00, 0.00, 0.00, 0.00]}



Top of the stability list: #A, leading by 2.045 eV.